(1)
The following is a quantum chemistry calculation of a structure of composition C30H32ClCrN3SSi2 in a non-equilibrium geometry, from the Open Molecules 2025 dataset.

XYZ file:
```
70
Properties=species:S:1:pos:R:3
H 3.07691 1.58644 1.82488
H 0.37218 2.50628 -1.10769
C 3.77723 -1.63563 2.69655
C 1.06646 -2.36278 -5.23099
C -3.89365 2.21904 3.30640
C -0.95514 4.56838 1.18060
H 0.97177 1.07840 -2.18904
H -0.62488 -2.98028 2.28666
Cr -1.47828 2.33816 1.21003
C -3.26091 0.00699 -1.23772
C 3.97568 -0.26298 2.50303
N -1.71197 3.19833 3.33167
C 2.94779 0.51196 1.97194
C 4.56461 -2.56384 -0.80522
S -3.81169 2.03031 1.61072
C -1.12171 -2.98158 -4.38716
C -1.95879 0.36184 -1.47004
H -0.16515 -3.93603 -6.08091
H 1.15106 3.74425 1.15429
H -3.04152 4.80762 0.38083
C -3.55408 -1.02090 -0.34101
H -2.03935 -3.57618 -4.45275
C 2.19155 -2.58107 -1.29714
C -0.07842 -3.17395 -5.30159
C 0.16398 -1.25315 -3.24619
C 3.37976 -3.27091 -1.02280
C 2.55940 -2.22993 2.36764
H 2.40828 -3.29617 2.55109
H -4.83177 1.67823 5.06106
H -1.62340 4.21185 3.46673
H 5.49336 -0.60695 -0.74808
C 1.16961 -1.39233 -4.22798
C -1.19145 -1.44128 0.12696
C 2.16693 -1.17621 -1.30147
C -0.91758 -0.11324 -0.55204
H 1.87824 -2.49346 -5.95656
C 3.37476 -0.47902 -1.16479
H -2.81605 -2.66856 0.80176
H 4.57420 -2.25710 3.11642
H -3.04724 3.07383 4.97144
C -0.27385 3.08638 -0.45206
H -1.82382 -1.88362 -2.66773
C -1.00315 -2.01441 -3.37561
N -2.90063 2.77351 4.00248
H -0.90727 2.77884 3.81962
H 2.07476 -0.77840 -4.16815
C 1.75572 -0.10081 1.60365
H -5.68453 1.28528 3.60933
Si 0.55606 -0.22958 -1.71946
C -1.65298 3.41222 -0.68362
Cl -1.12604 0.45369 2.70317
N -4.95367 1.81986 4.05973
H -2.26014 3.07618 -1.51879
H 3.36202 -4.36298 -0.96307
H 3.38200 0.61399 -1.23157
C 1.52569 -1.48035 1.76168
H -4.06543 0.52457 -1.75874
H 5.48314 -3.09901 -0.55011
H 4.93186 0.19102 2.76085
H -4.59262 -1.28799 -0.16338
H -1.70993 0.98605 -2.33368
C 4.56574 -1.16702 -0.90307
H 0.98118 0.53881 1.19568
Si 0.01881 -2.44448 1.13670
H 1.27645 -3.15615 -1.49448
C 0.14570 3.76270 0.73222
H -0.90062 5.34635 1.94260
C -2.53843 -1.77740 0.24191
C -2.07173 4.31767 0.33082
H -0.73498 0.64665 0.28357
```

Values from the calculation:
<S²>	6.14
orbital gap (alpha / beta)	5.489 / 5.981	eV
LUMO energy (alpha / beta)	-0.17 / -0.78	eV
spin multiplicity	5
relative energy (zero: lowest compared OMol25 entry of this formula, charge and spin)	80.6	kcal per mole



(2)
The following is a quantum chemistry calculation of a cluster of 3 separate species, C30H32F11N2O4 in total in a non-equilibrium geometry, from the Open Molecules 2025 dataset.

XYZ file:
```
79
Properties=species:S:1:pos:R:3
O -4.46796 3.08199 -2.49165
F 2.82091 -2.65209 -3.54493
H 3.12014 -1.65044 2.02502
F -3.31374 3.25021 -4.91543
H -5.04288 3.76476 -0.59816
H -7.10947 3.03525 -2.75727
C 2.71109 -2.13355 2.99178
C 2.11320 1.72897 -2.36205
F -1.71342 3.39180 -3.46793
H -6.68144 4.67440 -2.29338
F -1.08549 -4.01536 4.07519
C -1.17853 -1.51289 5.82266
C -1.90719 -1.64669 4.46334
F -2.94305 3.18069 4.30730
C -3.77022 2.01214 4.32524
F -2.41558 5.16301 -4.48538
H 0.15613 0.42025 3.67316
H -0.75461 -0.11992 7.71331
H 3.28975 -1.23437 5.05927
C 1.19861 -1.62789 3.33089
H 6.80352 -3.31205 -7.21525
C 1.19214 -0.05346 3.75130
H 0.13660 -2.04997 -2.13199
C -6.75900 3.64930 -1.92350
C 0.08424 2.61192 -0.71035
H -1.60444 -1.36009 -1.99217
H 3.08374 1.95442 -2.92070
H 1.63563 0.11161 4.79896
H 1.94123 3.85570 -1.47512
C -0.55367 -1.36535 -1.52944
H 2.66005 -3.27819 2.89851
F 4.57076 -3.92256 -3.50713
C -2.79841 -0.46277 3.93880
H 1.87757 0.51893 3.02106
C -2.87977 0.79813 4.84571
N -1.65039 -2.37390 0.82567
N 0.25402 -1.83900 2.18402
C 0.65677 -1.39555 0.85277
C -2.15858 0.97359 6.20825
O -4.03529 5.28452 -2.23455
C 5.00884 -2.11590 -7.14250
H -7.50585 3.62376 -1.12718
C 4.17455 -2.63548 -3.57169
C -2.82499 4.01500 -3.91589
C -3.83982 4.23852 -2.79739
H -0.34953 3.47747 -0.10775
C 1.45171 0.32443 -2.38089
F -4.95104 2.20529 5.08870
C -1.06830 -2.39813 2.15285
C 6.50765 -2.26419 -7.31258
C -0.57794 1.21131 -0.72868
H -2.24499 1.94241 6.81306
H 4.28820 -2.75060 4.55370
H 1.87400 -0.58833 -2.96659
C -5.42048 3.14830 -1.41879
H 4.49353 -2.66049 -7.93668
H 1.62884 -0.88839 0.52127
H 7.04824 -1.70773 -6.54310
H -0.52519 -2.39109 6.16092
F -3.13459 -3.25246 3.09607
H 6.82292 -1.89730 -8.29147
C 0.14893 0.10120 -1.57803
H -1.54968 0.97829 -0.15468
C -1.79106 -2.93450 3.48786
F -4.14480 1.77164 2.96795
H 0.85190 -2.29099 4.20817
F 4.57018 -2.06232 -2.41875
C 3.75474 -1.79730 4.17896
C -0.60421 -1.75842 0.03277
H -3.31544 -0.54474 2.92808
H -5.53063 2.13203 -1.03303
C 1.41227 2.84316 -1.49716
H 4.69649 -1.07048 -7.21446
H 4.56992 -1.12445 3.72460
H -2.56862 -2.69008 0.48821
C 4.71025 -1.91550 -4.80671
C -1.28321 -0.23829 6.70419
O 5.15337 -0.79549 -4.82035
O 4.58090 -2.69567 -5.89883
```

Values from the calculation:
orbital gap	7.597	eV
LUMO energy	-3.54	eV
charge	+1



(3)
The following is a quantum chemistry calculation of a structure of composition C30H32FeN in a non-equilibrium geometry, from the Open Molecules 2025 dataset.

XYZ file:
```
64
Properties=species:S:1:pos:R:3
C -5.01822 0.46602 -1.64911
C 0.89734 -2.24935 -1.59205
H 3.67811 -0.00663 3.27841
H -5.27134 0.58133 -5.89583
H -3.78354 -1.20953 -0.72549
C -5.12506 -0.25093 -5.21086
C 2.10001 -3.09781 -3.51325
H 2.98016 -1.72442 -0.52906
C 1.83247 -4.40639 -3.09678
C -4.66072 1.45933 -2.64092
C 1.70046 0.31582 2.50877
C 0.48288 -1.14957 -0.71330
H -5.94713 0.44269 -1.09385
H 0.06432 -3.71690 -0.24890
C 0.49241 0.12212 -5.52864
H 2.29328 -2.64040 0.81597
H -0.60638 -1.52957 -4.63952
C -3.93965 -1.08790 -5.13524
C -5.54773 -1.96462 -3.65582
H 1.20899 0.48825 3.47338
H 1.52018 1.93243 -6.10954
H -5.25598 2.30700 -2.96671
H -1.52229 -0.80930 -0.17343
C -0.20148 1.54012 -3.20172
H 0.78914 -0.45462 -6.41154
C -2.80729 0.03884 -2.33138
H -0.62652 0.64502 -0.70056
C 2.51583 -1.61996 0.45882
H 2.65385 -2.90988 -4.43467
C -3.29633 1.21450 -3.05858
C 1.67109 -2.02104 -2.74597
C -4.20024 -2.14892 -4.17452
H -6.06219 -2.63503 -2.97077
H -3.54151 -2.98510 -3.95385
C 0.66504 -0.26844 1.56188
C 3.53825 -0.96046 1.37278
N 1.25645 -0.86698 0.33293
H 4.35821 -1.67281 1.50618
H 1.99961 1.29872 2.12334
H 3.95324 -0.09271 0.84750
H -1.45774 -1.57032 -2.59166
Fe -4.43180 -0.37110 -3.36035
H -3.05197 -1.00062 -5.75533
H 0.07636 -1.04866 2.07709
C -0.81355 -0.41245 -0.92470
H -2.70481 1.81891 -3.73887
C -6.11778 -0.79191 -4.29773
C -3.88559 -0.40303 -1.45273
H 2.17444 -5.24706 -3.70261
C -1.38852 -0.51623 -2.28220
C -0.27335 -0.49039 -4.53054
C -0.56951 0.20229 -3.35583
C 0.50799 2.17399 -4.22498
C 0.63801 -3.57011 -1.17002
H -0.04166 0.52187 1.28247
H 1.92134 -0.99237 -3.01908
H 0.77428 3.23022 -4.10560
H 2.66113 -1.45605 3.26413
C 1.12475 -4.63580 -1.91134
H 0.95370 -5.65045 -1.55598
C 2.93715 -0.56012 2.70223
H -0.48814 2.09538 -2.30110
C 0.89258 1.45457 -5.35664
H -7.13695 -0.43109 -4.17160
```

Values from the calculation:
<S²>	6.04
orbital gap (alpha / beta)	1.736 / 8.589	eV
LUMO energy (alpha / beta)	2.76 / 2.47	eV
spin multiplicity	5
relative energy (zero: lowest compared OMol25 entry of this formula, charge and spin)	0.0	kcal per mole
charge	-1



(4)
The following is a quantum chemistry calculation of a structure of composition C30H32N3O2PRe in a non-equilibrium geometry, from the Open Molecules 2025 dataset.

XYZ file:
```
69
Properties=species:S:1:pos:R:3
H 2.91040 -2.45050 -0.65460
H -3.27070 -1.45400 -2.56970
C -4.72330 -0.20510 -0.70110
C 0.53630 4.33000 0.49500
H -1.57450 -1.95500 -2.43840
C -2.28650 -1.16410 -2.20030
C -1.64450 3.27010 1.86180
H 2.72590 -2.86080 1.05330
H 2.47980 1.66540 -1.62690
H 1.38160 4.76220 -0.01450
H -1.97120 -2.99440 -0.31980
H 0.45690 1.88720 -2.98710
C 2.05600 2.42200 -0.96790
Re -0.27680 -0.06840 -0.16620
H 2.36530 3.40210 -1.34640
C 0.02910 3.09960 0.11430
H -3.66940 -2.54010 -0.32360
H 0.31770 3.60600 -2.57980
C 0.04660 2.59280 -2.26250
N -2.31960 -0.93820 -0.73370
C -0.00750 -5.31350 -2.92120
C -1.11240 4.49120 2.23760
C -5.22900 2.07010 -0.10170
C 0.46730 -3.40290 -1.54460
H 0.38660 5.97450 1.84780
H -1.54310 5.02320 3.07030
H -0.45530 -6.28810 -3.04060
H -1.98740 -0.24650 -2.71140
H 1.60410 -1.84080 -2.49840
O 3.52890 -0.31690 1.16400
H -3.58630 3.30310 0.46090
H -2.45350 2.83290 2.42860
C -0.20380 -2.76080 3.91380
C 2.57010 -0.73460 0.58660
C -1.09540 2.57340 0.78110
C 1.15730 -2.82330 -2.61620
H -0.19240 -2.07220 4.74290
H 0.85900 -5.30760 -4.87700
C -3.90110 2.31390 0.17180
H 2.46160 2.29260 0.03470
H -5.07880 -1.16200 -1.04880
H -0.74680 -5.07230 -0.93290
H -0.05690 -5.26510 0.98350
C 0.72540 -4.76080 -3.95820
H -5.94010 2.87410 -0.00160
C -0.39530 -4.99960 3.07130
H -1.04030 2.51670 -2.24820
C -3.38610 0.03440 -0.45600
H -6.69370 0.62910 -0.71030
C 1.27820 -3.49570 -3.81610
H -0.61170 -4.47940 5.13170
C 0.05300 -3.19320 1.55750
H 1.81200 -3.04390 -4.63760
N -1.61220 1.37660 0.27800
C -0.13460 -4.55130 1.78560
H -2.64440 -2.04640 1.02830
C 0.01570 -2.29880 2.63140
P 0.53030 -2.42120 -0.01550
N 0.60190 2.29740 -0.94080
O 1.60990 0.01100 0.10730
H -0.55300 -6.05310 3.24060
C 2.34690 -2.21810 0.25440
H 0.17820 -1.23460 2.45620
C -2.95630 1.27880 0.04350
C -0.03220 5.02460 1.55420
C -0.42880 -4.11260 4.13380
C -5.65110 0.81130 -0.50800
C -2.66960 -2.20290 -0.04980
C -0.16000 -4.63180 -1.72320
```

Values from the calculation:
<S²>	0.89
orbital gap (alpha / beta)	6.425 / 6.043	eV
LUMO energy (alpha / beta)	-7.82 / -8.19	eV
spin multiplicity	2
relative energy (zero: lowest compared OMol25 entry of this formula, charge and spin)	40.7	kcal per mole
charge	+2



(5)
The following is a quantum chemistry calculation of a structure of composition C30H32N5O5Pt, from the Open Molecules 2025 dataset.

XYZ file:
```
73
Properties=species:S:1:pos:R:3
H 2.64616 1.31733 4.16978
H -2.24520 -1.74147 -0.79028
H -1.99023 5.18022 -0.56528
H 2.09144 3.72192 3.84383
C -0.11721 1.59433 2.66020
C 1.31740 4.63104 -1.00763
H 0.70631 4.09267 2.80768
H 2.26721 -1.64032 -0.71202
N -0.79804 0.47953 3.10373
O -0.33336 2.10060 1.55790
H 0.15247 6.39109 -0.64947
H 5.23831 -0.13714 -1.73136
C 1.25725 3.26117 -1.19936
C -0.13748 -6.21553 -1.63083
C -0.44479 -7.45889 0.17778
H -0.88163 1.17081 5.09194
C 0.03024 -2.02650 -2.17658
H -1.50897 -7.66370 0.33622
C -1.35395 0.43431 4.44966
H 2.38732 -1.59577 -2.47226
C -0.07324 -4.01786 -0.64189
C -3.03823 0.20503 -1.19366
H -3.80453 -1.72047 -1.63409
H -2.52548 0.37724 1.87506
H 1.24376 0.28090 4.41474
O 0.02908 -1.31538 -1.07844
H -2.42654 0.65345 4.41780
O 0.07381 -1.53629 -3.29515
H -2.31535 -1.30145 -2.49639
O -0.15903 -7.51472 -1.21923
C -2.24045 2.37668 -0.89831
C -0.02330 -3.49981 -1.94862
N 0.07760 2.64080 -1.18757
N 0.83290 2.11416 3.49241
N 2.11894 1.01191 -1.39529
H 2.25713 5.16127 -1.00953
H 2.07019 3.18579 2.14621
H -1.21870 -0.55573 4.88799
H -0.07962 -6.39073 -3.76713
H 0.18410 -8.17097 0.70520
C 3.68687 2.83442 -1.49680
Pt 0.05729 0.69342 -1.27250
C -4.33560 0.66209 -0.94576
C -1.06921 3.27007 -0.94331
H 5.75456 2.29558 -1.73074
H -5.14088 -0.05656 -0.99247
H 0.00759 -3.89097 -4.03577
H -1.04725 -0.34579 1.19745
C -2.83960 -1.22844 -1.54337
C 1.58758 1.31002 4.44159
C 0.13260 5.32008 -0.79577
C -1.61732 -0.19196 2.11182
O -0.14403 -6.13685 0.61862
C -0.08294 -5.72876 -2.91308
H -5.57592 2.33612 -0.45210
C 3.13685 0.14202 -1.51792
C 2.40553 2.34992 -1.37574
H 1.49228 1.69282 5.45939
H -1.90787 -1.16441 2.50995
N -1.99508 1.05451 -1.13943
C 1.46045 3.34381 3.04234
C 4.45390 0.59904 -1.63474
C -1.07491 4.64116 -0.75405
H -0.05565 -3.36792 0.22077
H 3.84169 -1.85646 -1.50563
H -3.65307 3.90949 -0.44681
C -0.13248 -5.37887 -0.52247
C -0.02949 -4.34092 -3.05338
C -4.57425 1.98190 -0.65466
C 2.89291 -1.32725 -1.54324
C 4.73769 1.94100 -1.63237
C -3.50360 2.85937 -0.64538
H 3.86503 3.89883 -1.49217
```

Values from the calculation:
orbital gap	6.456	eV
LUMO energy	-3.56	eV
relative energy (zero: lowest compared OMol25 entry of this formula, charge and spin)	0.0	kcal per mole
charge	+1



(6)
The following is a quantum chemistry calculation of a structure of composition C30H32N8OSc, from the Open Molecules 2025 dataset.

XYZ file:
```
72
Properties=species:S:1:pos:R:3
C 2.35994 -3.01523 -1.08984
H -1.60215 0.68709 4.73409
H 1.99054 -1.26981 0.07541
H -4.82032 2.39281 -1.61709
H 2.84117 0.59837 2.45733
H -4.42555 0.01211 -1.15242
H -3.21553 -0.97495 -2.73718
H -1.41623 -2.13985 -3.75166
H -3.81907 4.62758 -2.06703
C 4.89221 3.77507 -2.10468
C 2.14206 1.48569 -1.19090
C -0.13034 -2.47163 -2.11004
C 1.60576 -1.94149 -0.68505
H 6.14831 3.62158 -3.83251
H 5.37556 4.66950 -1.73759
H 5.05909 1.58504 -4.69830
C -1.00982 0.79320 2.66391
C -2.34311 -4.07371 1.22661
C -3.52994 0.22822 -0.56365
C -3.21046 3.82097 -1.68032
H -3.21578 -4.60218 0.86532
N -1.65328 1.73863 -0.70977
C -3.06145 -2.09635 -0.13655
C -2.96847 1.56790 -0.93588
C 3.66032 1.46368 -3.08762
H -1.71536 -0.09280 -2.53143
H 3.49160 3.67574 -0.48257
H 1.43340 1.10634 6.14491
H 0.10880 2.27018 6.24025
H -3.40387 -2.78656 -0.90745
C -1.47901 -4.66224 2.13151
C 3.84066 3.22149 -1.40047
C 4.71360 2.03277 -3.77709
H 2.39631 -4.70290 -2.43101
C -0.18491 -2.66914 2.07823
C -1.06576 1.35418 4.05542
C 1.05061 0.97810 3.31954
H 2.93436 1.21146 4.06918
H 1.60327 2.74153 5.43562
C -3.77073 2.57755 -1.43199
H -1.66073 -5.66618 2.49141
N 0.35781 1.42628 4.35679
H -1.38183 4.96266 -1.60893
C -1.11942 2.94814 -0.95441
C -2.25522 -0.98747 -2.21236
H 0.14796 -4.19997 -3.34368
C -2.08782 -2.78404 0.78551
H -1.54533 2.33492 4.07357
N -1.02323 -2.08570 1.20241
H -3.94738 -1.84203 0.44710
H -2.10238 -3.12683 -2.51076
C 3.23018 2.06530 -1.89936
H 3.33345 -3.19454 -0.65634
C 5.32485 3.18145 -3.28604
H 0.66996 -2.08178 2.38902
H 3.17274 0.57219 -3.45910
C 1.83683 -3.84903 -2.07257
N 0.26537 0.57230 2.27639
C 0.58568 -3.57002 -2.58029
O -1.94064 0.54191 1.88461
C -1.50557 -2.22544 -2.66521
Sc -0.59217 -0.07516 0.19211
H 0.32897 -4.36071 3.27439
N 1.25653 1.01557 -0.62015
C -0.37431 -3.94140 2.56933
H -0.06286 3.05612 -0.76135
N 0.38163 -1.65808 -1.17796
C 0.92139 1.91037 5.61614
C -1.85990 4.01044 -1.42996
H -3.81101 0.25208 0.48870
N 2.37148 0.91318 3.28838
N -2.52147 -0.85247 -0.74461
```

Values from the calculation:
orbital gap	8.742	eV
LUMO energy	-8.10	eV
relative energy (zero: lowest compared OMol25 entry of this formula, charge and spin)	8.3	kcal per mole
charge	+3



Number 1: molar mass 610.30 g/mol. Number 2: molar mass 693.57 g/mol. Number 3: molar mass 462.44 g/mol. Number 4: molar mass 683.79 g/mol. Number 5: molar mass 737.69 g/mol. Number 6: molar mass 565.60 g/mol.